<1>
9
Properties=species:S:1:pos:R:3 method="wB97M-V/def2-TZVPD" homo_energy_ev=-3.2590 orbital_gap_ev=7.578 spin_multiplicity=1 total_charge=-1
S -2.536 -0.004 0.356
O -2.525 1.292 -0.393
O -2.919 -1.084 -0.555
N -0.639 -0.298 1.019
C 0.259 -0.190 -0.179
H 1.272 -0.051 0.150
H -0.362 0.575 1.569
H 0.052 0.688 -0.726
H 0.022 -0.950 -0.932



<2>
9
Properties=species:S:1:pos:R:3 method="wB97M-V/def2-TZVPD" homo_energy_ev="-3.1889 / -2.9273" orbital_gap_ev="6.900 / 6.490" spin_multiplicity=1 total_charge=-1
S -0.813 0.165 -0.387
O -1.626 0.685 0.684
O -1.300 0.420 -1.724
N 1.807 1.223 0.026
C -0.748 -1.631 0.034
H -0.453 -2.339 -0.756
H -0.480 -1.859 1.059
H 1.498 2.210 -0.028
H 2.114 1.125 1.092



<1> is preferred energetically. Next in line: 3.485 eV higher.